Version A
Below is a cluster of 8 separate species, H16O8 in total, with properties calculated with wB97M-V/def2-TZVPD.

HOMO energy   -10.4 eV
2S+1   1
Frontier orbital gap   0.374 Eh

Element x y z (Å)
O1 -0.57 1.61 0.90
H1 -0.39 2.40 0.37
H2 -0.22 0.79 0.47
O2 -1.49 -3.34 -0.18
H3 -0.63 -3.47 0.25
H4 -2.01 -4.09 0.07
O3 1.83 3.03 -2.39
H5 0.96 3.24 -2.03
H6 2.20 2.56 -1.59
O4 0.27 -1.62 1.79
H7 -0.11 -2.47 1.89
H8 -0.20 -0.93 2.29
O5 -1.08 0.81 -2.28
H9 -1.63 0.06 -2.41
H10 -0.39 0.33 -1.85
O6 -2.48 -1.00 1.35
H11 -2.03 -1.57 0.79
H12 -2.82 -1.56 2.04
O7 2.59 1.97 -0.02
H13 2.06 2.57 0.46
H14 3.30 1.75 0.60
O8 0.74 -0.31 -0.47
H15 1.53 0.19 -0.28
H16 0.57 -0.95 0.21

Version B
Below is a cluster of 8 separate species, H16O8 in total, with properties calculated with wB97M-V/def2-TZVPD.

HOMO energy   -9.5 eV
2S+1   1
Frontier orbital gap   0.327 Eh

Element x y z (Å)
O1 -3.68 -0.87 0.12
H1 -3.04 -0.30 -0.31
H2 -4.49 -0.72 -0.35
O2 2.01 0.00 1.19
H3 2.35 0.61 0.53
H4 2.77 -0.21 1.73
O3 -1.59 -2.79 0.05
H5 -1.76 -1.85 -0.04
H6 -0.74 -2.85 0.49
O4 1.00 3.37 -1.94
H7 0.40 3.26 -2.67
H8 1.08 2.50 -1.55
O5 -0.23 1.53 1.67
H9 -0.41 1.18 2.55
H10 0.62 1.16 1.44
O6 0.36 -2.34 1.69
H11 0.82 -2.88 1.05
H12 0.86 -1.52 1.72
O7 -0.83 0.05 -0.45
H13 -0.49 0.27 0.42
H14 -0.07 0.14 -1.03
O8 1.44 0.74 -1.81
H15 1.32 0.43 -2.71
H16 2.33 1.10 -1.80

Version C
Below is a cluster of 8 separate species, H16O8 in total, with properties calculated with wB97M-V/def2-TZVPD.

HOMO energy   -10.8 eV
2S+1   1
Frontier orbital gap   0.398 Eh

Element x y z (Å)
O1 -1.71 1.49 2.81
H1 -1.39 1.45 1.90
H2 -2.67 1.46 2.73
O2 -3.52 0.22 -1.87
H3 -3.02 -0.33 -1.26
H4 -4.38 -0.21 -1.93
O3 3.42 -0.56 -1.48
H5 2.57 -0.15 -1.29
H6 3.95 -0.35 -0.70
O4 -0.65 0.68 -0.06
H7 -0.46 -0.26 -0.14
H8 0.22 1.11 -0.15
O5 1.69 2.00 -1.03
H9 2.18 2.15 -1.85
H10 1.07 2.74 -0.97
O6 3.25 0.78 1.04
H11 3.96 1.18 1.56
H12 2.70 1.52 0.76
O7 -0.07 -2.33 0.04
H13 -0.12 -3.29 -0.03
H14 0.70 -2.17 0.61
O8 -2.82 -2.07 0.44
H15 -1.89 -2.07 0.16
H16 -3.01 -2.97 0.71

Version D
Below is a cluster of 8 separate species, H16O8 in total, with properties calculated with wB97M-V/def2-TZVPD.

HOMO energy   -10.8 eV
2S+1   1
Frontier orbital gap   0.394 Eh

Element x y z (Å)
O1 26.08 19.10 44.05
H1 25.00 19.25 43.88
H2 26.11 18.39 43.32
O2 24.62 20.05 41.06
H3 24.05 19.59 41.86
H4 25.40 19.63 40.71
O3 22.98 22.30 40.55
H5 23.78 21.80 40.86
H6 23.33 22.94 39.92
O4 26.98 18.64 39.94
H7 26.68 19.44 39.61
H8 27.66 18.85 40.58
O5 26.52 21.30 38.97
H9 25.97 21.64 38.39
H10 27.33 21.60 38.63
O6 28.33 19.87 42.01
H11 27.67 20.50 42.28
H12 28.65 19.52 43.00
O7 23.50 19.68 43.39
H13 22.58 19.32 43.30
H14 23.29 20.59 43.82
O8 23.16 17.81 39.41
H15 23.28 18.49 40.09
H16 24.14 17.64 39.08

Most stable: version C (next structure +0.0205 hartree)

Version A
Below is a cluster of 8 separate species, H16O8 in total, with properties calculated with wB97M-V/def2-TZVPD.

HOMO energy   -10.3 eV
2S+1   1
Frontier orbital gap   0.359 Eh

Element x y z (Å)
O1 1.21 -2.62 2.27
H1 0.82 -2.07 2.95
H2 0.83 -2.35 1.42
O2 1.43 -1.84 -1.45
H3 1.92 -1.28 -2.09
H4 1.81 -2.71 -1.54
O3 -0.03 0.05 -0.40
H5 0.44 -0.70 -0.81
H6 -0.18 0.75 -1.06
O4 -2.50 0.24 0.70
H7 -2.65 1.08 0.22
H8 -1.61 0.09 0.53
O5 -1.86 3.28 0.09
H9 -1.15 3.61 0.66
H10 -1.40 3.00 -0.71
O6 -0.82 -2.61 0.31
H11 -0.89 -1.91 -0.32
H12 -0.49 -3.40 -0.09
O7 1.39 0.57 1.86
H13 0.99 0.37 1.01
H14 2.29 0.24 1.70
O8 -0.17 2.51 -1.79
H15 0.57 2.41 -1.22
H16 0.06 3.28 -2.24

Version B
Below is a cluster of 8 separate species, H16O8 in total, with properties calculated with wB97M-V/def2-TZVPD.

HOMO energy   -10.7 eV
2S+1   1
Frontier orbital gap   0.406 Eh

Element x y z (Å)
O1 -45.05 -6.33 -14.03
H1 -45.96 -6.04 -14.04
H2 -44.91 -6.75 -14.90
O2 -42.35 -5.55 -13.55
H3 -41.61 -5.62 -12.94
H4 -43.06 -6.10 -13.18
O3 -42.67 -3.13 -15.08
H5 -41.87 -2.61 -14.97
H6 -42.57 -3.88 -14.47
O4 -42.26 -7.55 -15.68
H7 -42.18 -6.84 -15.01
H8 -43.18 -7.84 -15.63
O5 -44.09 -10.89 -16.32
H9 -43.49 -10.32 -16.83
H10 -43.81 -11.78 -16.53
O6 -45.14 -7.38 -16.66
H11 -45.79 -7.72 -17.28
H12 -44.47 -6.97 -17.22
O7 -42.18 -9.01 -18.05
H13 -41.91 -8.67 -18.91
H14 -42.04 -8.28 -17.42
O8 -39.17 -6.58 -15.11
H15 -39.92 -7.18 -15.10
H16 -38.46 -7.09 -15.53

Most stable: version B (next structure +0.0372 hartree)

Version A
Below is a cluster of 8 separate species, H16O8 in total, with properties calculated with wB97M-V/def2-TZVPD.

HOMO energy   -11.4 eV
2S+1   1
Frontier orbital gap   0.430 Eh

Element x y z (Å)
O1 4.43 -0.54 -3.21
H1 4.68 -1.44 -3.41
H2 3.68 -0.63 -2.62
O2 -2.67 -3.14 -3.53
H3 -1.94 -2.66 -3.14
H4 -2.29 -3.98 -3.79
O3 0.23 4.57 -0.86
H5 0.94 5.20 -0.80
H6 -0.53 5.03 -0.50
O4 -1.58 -6.30 3.14
H7 -2.00 -6.99 2.64
H8 -1.54 -5.55 2.54
O5 4.51 4.46 -3.73
H9 4.11 3.75 -3.24
H10 4.96 4.03 -4.45
O6 -0.08 -0.13 -0.43
H11 -0.40 -0.23 0.46
H12 0.00 0.82 -0.55
O7 -3.09 3.30 3.79
H13 -2.72 2.44 3.60
H14 -4.03 3.14 3.89
O8 -1.50 -1.52 4.40
H15 -2.31 -1.61 4.90
H16 -0.85 -2.02 4.90

Version B
Below is a structure of composition H16O8, with properties calculated with wB97M-V/def2-TZVPD.

HOMO energy   -9.7 eV
2S+1   1
Frontier orbital gap   0.347 Eh

Element x y z (Å)
O1 0.94 26.81 -5.67
H1 1.09 27.51 -6.30
H2 1.22 26.02 -6.12
O2 1.34 24.74 -6.73
H3 2.25 24.61 -6.97
H4 1.18 24.09 -6.04
O3 1.07 25.11 -8.78
H5 0.87 24.98 -7.85
H6 1.98 25.39 -8.80
O4 0.67 25.95 -3.71
H7 -0.06 26.37 -3.27
H8 0.88 26.54 -4.44
O5 3.62 25.40 -6.85
H9 2.98 25.96 -7.30
H10 4.47 25.76 -7.11
O6 2.27 27.17 -7.67
H11 2.89 27.70 -8.18
H12 1.47 27.70 -7.65
O7 0.87 28.64 -3.71
H13 0.36 29.34 -3.30
H14 0.32 28.32 -4.42
O8 -0.85 28.16 -5.41
H15 -0.27 27.42 -5.61
H16 -1.67 27.76 -5.15

Version C
Below is a cluster of 8 separate species, H16O8 in total, with properties calculated with wB97M-V/def2-TZVPD.

HOMO energy   -10.1 eV
2S+1   1
Frontier orbital gap   0.369 Eh

Element x y z (Å)
O1 -27.75 20.51 15.10
H1 -26.81 20.66 15.27
H2 -27.92 20.94 14.26
O2 -33.16 19.33 14.15
H3 -33.38 18.42 13.90
H4 -33.94 19.65 14.62
O3 -27.52 16.21 14.74
H5 -28.46 15.97 14.73
H6 -27.21 16.15 13.83
O4 -30.40 20.72 13.14
H7 -31.37 20.62 13.15
H8 -30.19 20.92 12.22
O5 -30.08 18.24 14.54
H9 -29.18 18.49 14.80
H10 -30.51 19.07 14.33
O6 -30.32 15.53 15.07
H11 -30.60 15.90 15.91
H12 -30.52 16.23 14.44
O7 -27.80 18.14 16.83
H13 -27.66 17.50 16.12
H14 -27.70 19.01 16.42
O8 -31.63 19.99 16.51
H15 -32.26 19.59 17.12
H16 -32.05 19.93 15.64

Version D
Below is a cluster of 8 separate species, H16O8 in total, with properties calculated with wB97M-V/def2-TZVPD.

HOMO energy   -10.3 eV
2S+1   1
Frontier orbital gap   0.383 Eh

Element x y z (Å)
H1 0.63 1.29 0.72
H2 1.47 2.57 0.68
H3 3.33 -1.30 -1.61
H4 2.98 -2.26 -0.39
H5 0.21 -2.50 -1.19
H6 -1.34 -2.54 -1.58
H7 -3.70 -0.59 -0.14
H8 -2.93 0.03 -1.32
H9 0.97 -0.57 2.37
H10 1.70 0.73 2.16
H11 1.35 2.38 -1.08
H12 2.51 1.54 -1.13
H13 -3.00 2.93 0.31
H14 -2.32 1.62 -0.13
H15 -1.18 -1.63 0.60
H16 -1.04 -2.66 1.73
O1 1.00 1.94 1.26
O2 3.44 -1.39 -0.66
O3 -0.57 -1.98 -1.26
O4 -2.96 -0.74 -0.76
O5 0.89 0.24 1.94
O6 2.10 2.14 -1.63
O7 -2.63 2.46 -0.47
O8 -0.92 -1.69 1.60

Most stable: version C (next structure +0.0334 hartree)

Version A
Below is a cluster of 8 separate species, H16O8 in total, with properties calculated with wB97M-V/def2-TZVPD.

HOMO energy   -10.2 eV
2S+1   1
Frontier orbital gap   0.378 Eh

Element x y z (Å)
H1 0.49 1.34 -1.08
H2 0.03 0.06 -0.40
H3 -2.93 -3.14 -1.38
H4 -2.17 -2.30 -2.40
H5 5.15 1.24 0.49
H6 6.09 0.12 0.08
H7 -4.44 0.20 -0.97
H8 -4.53 1.22 0.15
H9 -1.94 0.40 2.29
H10 -2.25 -0.82 3.14
H11 1.65 0.08 -2.80
H12 2.53 1.06 -2.04
H13 1.49 -3.91 0.82
H14 1.59 -2.39 0.89
H15 -0.68 3.28 -0.21
H16 0.00 3.32 1.15
O1 0.79 0.65 -0.48
O2 -2.65 -2.24 -1.56
O3 5.37 0.32 0.68
O4 -3.97 0.95 -0.58
O5 -2.50 -0.38 2.32
O6 2.32 0.12 -2.11
O7 1.29 -3.16 1.39
O8 -0.66 3.78 0.62

Version B
Below is a cluster of 8 separate species, H16O8 in total, with properties calculated with wB97M-V/def2-TZVPD.

HOMO energy   -10.2 eV
2S+1   1
Frontier orbital gap   0.365 Eh

Element x y z (Å)
H1 0.98 0.81 -0.75
H2 -0.44 0.58 -0.11
H3 2.76 2.31 -0.60
H4 3.39 1.22 0.18
H5 -3.80 2.35 -2.51
H6 -4.63 3.03 -3.49
H7 -0.23 1.22 4.62
H8 -0.63 0.27 3.54
H9 1.97 -3.18 0.40
H10 1.42 -1.87 0.82
H11 -1.68 -1.19 -0.94
H12 -0.30 -0.87 -1.29
H13 3.81 -1.19 -1.16
H14 4.24 0.12 -0.75
H15 -3.52 -2.28 1.19
H16 -2.12 -2.34 1.61
O1 0.01 1.06 -0.81
O2 3.65 1.98 -0.43
O3 -4.62 2.73 -2.58
O4 -1.04 0.88 4.23
O5 1.25 -2.58 0.26
O6 -1.20 -0.89 -1.66
O7 3.42 -0.40 -0.90
O8 -2.69 -1.79 1.16

Version C
Below is a cluster of 8 separate species, H16O8 in total, with properties calculated with wB97M-V/def2-TZVPD.

HOMO energy   -10.1 eV
2S+1   1
Frontier orbital gap   0.354 Eh

Element x y z (Å)
O1 -18.58 -1.12 12.51
H1 -18.98 -0.24 12.70
H2 -17.68 -1.01 12.23
O2 -20.22 0.10 15.48
H3 -21.17 0.05 15.66
H4 -19.85 -0.79 15.68
O3 -18.91 4.91 13.80
H5 -18.97 4.03 14.22
H6 -18.69 5.46 14.58
O4 -18.15 1.43 16.62
H7 -17.68 0.84 17.23
H8 -18.80 0.89 16.19
O5 -19.58 1.31 13.15
H9 -20.24 1.56 12.53
H10 -20.00 0.86 13.85
O6 -21.36 1.50 11.01
H11 -21.71 0.66 11.30
H12 -21.86 2.29 11.27
O7 -17.33 2.46 14.24
H13 -17.96 1.90 13.80
H14 -17.34 2.11 15.15
O8 -20.04 -0.46 9.39
H15 -20.40 -1.17 9.94
H16 -20.26 0.31 9.83

Most stable: version C (next structure +0.0417 hartree)